Entry 1:
Entry from the OMol25 dataset: CH6N3O2P in the gas phase in a non-equilibrium geometry (the ωB97M-V functional and the def2-TZVPD basis).

Summary:
gap between HOMO and LUMO = 0.358 Ha
LUMO energy = 0.0247 hartree
HOMO = -0.3335 hartree
energy relative to the best compared isomer or geometry (same formula, charge and spin) = 2.6 kcal/mol

Each line ends with the Löwdin charge.
Element x y z (Å)
H1 -0.670 -1.378 2.109  0.044
O1 1.940 -0.881 0.642  0.013
H2 -1.345 0.842 -1.434  0.062
H3 2.695 1.184 -0.770  0.063
H4 1.077 1.681 -0.854  0.075
N1 -1.153 -0.106 -1.114  -0.079
H5 -1.103 -2.022 0.686  0.016
P1 -0.665 0.202 0.381  0.463
N2 -1.070 -1.217 1.223  -0.042
C1 1.332 0.052 0.189  -0.552
H6 -1.819 -0.905 -1.358  0.113
O2 -1.001 1.530 0.926  -0.324
N3 1.780 1.018 -0.626  0.149



Entry 2:
Entry from the OMol25 dataset: 2 unconnected molecules or ions with the total composition CH5N2PS in a non-equilibrium geometry (the ωB97M-V functional and the def2-TZVPD basis).

Summary:
gap between HOMO and LUMO (alpha / beta) = 0.252 / 0.288 Ha
LUMO energy (alpha / beta) = -0.0390 / -0.0099 hartree
HOMO (alpha / beta) = -0.2905 / -0.2979 hartree
energy relative to the best compared isomer or geometry (same formula, charge and spin) = 68.6 kcal/mol

Each line ends with the Löwdin charge.
Element x y z (Å)
H1 1.938 0.608 -1.453  0.067
N1 0.033 1.162 -1.477  -0.151
H2 1.765 2.485 -1.243  0.123
H3 -2.229 -2.699 0.268  -0.109
P1 -2.615 -1.252 0.659  0.255
H4 -2.967 -1.485 1.964  -0.204
S1 -0.775 -0.423 1.023  0.047
H5 1.306 1.212 0.175  0.065
C1 1.395 1.406 -0.966  -0.087
N2 -0.982 0.980 -0.940  -0.007



Entry 3:
Entry from the OMol25 dataset: a molecular structure, C21H12F3IN3O2PdS4 (the ωB97M-V functional and the def2-TZVPD basis).

Summary:
gap between HOMO and LUMO = 0.261 Ha
LUMO energy = 0.0678 hartree
HOMO = -0.1928 hartree
energy relative to the best compared isomer or geometry (same formula, charge and spin) = 0.0 kcal/mol
charge = -1

Each line ends with the Löwdin charge.
Element x y z (Å)
C1 -1.866 1.197 -3.902  -0.199
H1 2.430 2.213 -0.020  0.105
S1 -2.596 -2.060 -1.886  0.962
N1 -0.780 -0.412 -2.549  0.034
C2 -2.582 1.388 -5.074  -0.048
C3 3.522 -4.363 3.705  -0.011
C4 1.348 2.276 0.043  -0.150
C5 -1.352 2.305 0.186  -0.146
H2 -3.235 0.611 -5.439  0.067
C6 2.600 -3.385 4.053  -0.131
S2 -4.622 -0.536 -3.465  0.549
C7 -1.010 2.184 -3.428  -0.013
H3 3.225 -3.209 7.380  0.089
C8 -1.621 3.589 -5.283  -0.103
F1 -3.370 2.008 1.405  0.118
O1 1.826 -3.170 1.808  -0.120
H4 1.248 4.342 -0.553  0.094
O2 0.887 -1.890 3.330  -0.084
C9 -0.894 3.378 -4.119  -0.081
C10 2.493 -2.971 5.374  -0.011
H5 -0.230 4.146 -3.741  0.099
C11 4.221 -4.505 5.987  -0.739
Pd1 0.307 -1.810 1.207  0.469
C12 -2.855 2.303 0.198  -0.603
S3 0.317 -2.301 -0.992  0.519
F2 -3.375 1.432 -0.681  0.123
C13 -0.601 1.149 0.511  -0.648
H6 5.060 -5.690 4.405  0.089
C14 1.720 -2.776 3.007  -0.617
F3 -3.353 3.518 -0.134  0.112
C15 0.696 3.459 -0.260  -0.082
N2 -1.950 -0.022 -3.166  -0.140
C16 4.340 -4.929 4.672  -0.151
I1 5.451 -5.352 7.452  0.823
C17 -0.688 3.458 -0.184  -0.038
H7 -0.437 2.002 -2.531  0.093
H8 -1.255 4.345 -0.431  0.118
S4 -1.382 -0.310 1.048  0.648
H9 1.768 -2.207 5.622  0.120
N3 0.735 1.165 0.427  0.049
C18 -3.067 -0.761 -2.930  -1.112
H10 -3.019 2.740 -6.669  0.099
H11 -1.532 4.525 -5.819  0.095
C19 -2.457 2.590 -5.756  -0.087
H12 3.589 -4.671 2.671  0.120
C20 3.305 -3.529 6.350  -0.151
C21 -0.961 -1.462 -1.831  -1.127